1.
13
Properties=species:S:1:pos:R:3:lowdin_charge:R:1 method="wB97M-V/def2-TZVPD" molar_mass_da=229.9 lumo_energy_ha=0.0063 gap_ev=10.2
C 0.782 1.247 1.262 -0.070
C 0.119 0.648 0.083 -0.603
O 0.015 1.190 -0.957 0.122
C -0.522 -0.776 0.228 -1.126
C -1.009 -1.324 -1.106 -0.221
Br 0.881 -1.911 0.967 0.732
Br -2.135 -0.462 1.396 0.670
H 0.969 2.273 1.144 0.073
H 1.762 0.759 1.379 0.075
H 0.486 1.264 2.271 0.068
H -1.629 -0.471 -1.504 0.091
H -1.646 -2.326 -1.162 0.124
H -0.180 -1.703 -1.704 0.064

2.
13
Properties=species:S:1:pos:R:3:lowdin_charge:R:1 method="wB97M-V/def2-TZVPD" molar_mass_da=229.9 lumo_energy_ha="-0.0275 / -0.0275" gap_ev="8.4 / 8.4"
C 1.099 0.600 -0.639 -0.430
C 1.154 -0.117 0.726 -0.690
C -0.255 0.361 1.059 -0.834
C -1.345 -0.317 0.469 -0.167
O 0.551 1.787 -0.268 -0.179
Br 1.258 -2.055 0.751 0.705
Br -0.533 1.431 2.447 0.972
H 2.124 0.860 -1.074 0.133
H 0.504 -0.007 -1.387 0.112
H 2.040 0.172 1.273 0.084
H -1.817 -0.779 1.279 0.074
H -1.081 -1.005 -0.353 0.083
H -2.250 0.258 0.128 0.136

Most stable structure, least stable structure: 1, 2.